# 1
Below is a cluster of 2 separate species, C2H4N2OS in total, with properties calculated with the ωB97M-V functional and the def2-TZVPD basis.

XYZ file:
```
10
Properties=species:S:1:pos:R:3
S 0.4566 -1.6524 -1.5896
O -0.4171 -1.4778 -2.7030
N 1.8639 -1.4820 -1.9193
N 0.3672 0.1947 0.6764
C -0.5302 0.7772 1.2877
C -1.4963 1.1959 2.0728
H -1.3864 1.2958 3.0445
H 1.1316 0.7394 0.3042
H 2.2568 -1.3415 -2.8986
H -2.2461 1.7508 1.7247
```

Values from the calculation:
- LUMO: 0.1 eV
- DFT total energy: -17998.6610 eV
- Relative energy (zero: lowest compared OMol25 entry of this formula, charge and spin): 385.8 kJ/mol
- HOMO-LUMO gap: 9.45 eV

---

# 2
Below is a cluster of 4 separate species, C4H16N8O4 in total, with properties calculated with the ωB97M-V functional and the def2-TZVPD basis.

XYZ file:
```
32
Properties=species:S:1:pos:R:3
O -0.4456 -1.0256 -0.0475
O 1.5835 -3.4827 -1.3789
O -2.6067 -1.7812 3.9964
O -1.3037 3.3904 -1.9037
N -1.8320 -2.3198 1.9021
N 1.8691 -2.9469 0.8279
N 3.0084 -4.6583 -0.0053
N -0.2564 5.4000 -2.3684
N 0.8148 0.7330 -0.7533
N -1.3010 0.6065 -1.3896
N -2.4375 -0.2024 2.4072
N 0.5946 4.0227 -0.8361
C -0.3132 0.0208 -0.6990
C -2.3449 -1.4943 2.8299
C 2.1347 -3.6800 -0.3010
C -0.3753 4.1903 -1.7588
H 0.2716 6.1575 -1.9809
H 3.5393 -4.5109 0.8282
H 1.0310 -2.3940 0.9179
H 3.2794 -5.3364 -0.6967
H -0.9682 5.5689 -3.0617
H -1.7881 -3.3107 2.0519
H 1.6686 0.3130 -0.4178
H -1.8706 0.0605 1.6163
H 1.3348 4.6937 -0.7619
H -2.6052 0.5057 3.0997
H -1.2138 -1.8518 1.2388
H -2.2410 0.2574 -1.4317
H 2.4892 -3.1102 1.5938
H -1.0270 1.4441 -1.8871
H 1.0032 1.3856 -1.4951
H 0.3082 3.3551 -0.1355
```

Values from the calculation:
- LUMO: 0.2 eV
- DFT total energy: -24522.0206 eV
- Relative energy (zero: lowest compared OMol25 entry of this formula, charge and spin): 90.2 kJ/mol
- HOMO-LUMO gap: 8.97 eV

---

# 3
Below is a structure of composition C28H35F5NO4S2SiTc, with properties calculated with the ωB97M-V functional and the def2-TZVPD basis.

XYZ file:
```
77
Properties=species:S:1:pos:R:3
Tc -1.5432 0.9439 0.9039
S -1.7289 0.9470 3.2165
S -2.3356 3.1004 0.8504
Si 1.4115 -0.3719 -0.3197
F -3.2219 -2.3452 6.7958
F -1.7160 -0.2808 5.9116
F -4.9361 -3.6093 5.1002
F -3.7652 -0.5859 1.6819
F -5.1720 -2.7501 2.5207
O -0.0942 0.1632 0.0865
O 1.7412 0.0481 -1.8335
O 2.5306 0.2124 0.7027
O 1.1773 -1.9683 -0.2720
N -2.5027 0.8309 -1.0052
C 2.8287 -3.2279 0.9582
C -3.0908 -0.2922 -3.0201
C -3.4238 4.5037 -2.7635
C 1.2158 2.3872 -2.1358
C -2.7010 -0.3937 3.7772
C -2.6551 -0.3049 -1.6816
C -2.7457 3.2168 -0.8408
C 1.3157 -4.2837 -0.7400
C 3.1503 -2.7280 -1.4727
C -3.0208 4.4358 -1.4261
C -4.3557 -2.1304 3.3674
C -2.8282 2.0212 -1.5903
C 2.1410 0.9529 -3.9787
C -3.3426 -1.9298 5.5441
C -3.3606 0.8880 -3.6522
C 2.1727 1.2453 -2.4793
C 3.9771 0.7792 2.4910
C -3.5421 3.3577 -3.5067
C -3.6190 -1.0365 2.9509
C 2.5162 0.6813 2.0530
C -2.5823 -0.8605 5.0893
C 3.5940 1.5807 -2.0318
C 1.7737 -0.3044 2.9549
C -2.3495 -1.6021 -1.0174
C 2.1283 -3.0421 -0.3857
C -3.2546 2.0987 -2.9377
C -4.2247 -2.5758 4.6809
C 1.8769 2.0718 2.0735
H -1.2842 -1.6687 -0.7914
H 2.5303 1.8001 -4.5375
H 2.4396 2.7421 1.4245
H 3.3831 -2.3270 1.2126
H 4.0331 1.1453 3.5132
H -3.6441 5.4643 -3.2038
H 0.5491 -4.4557 0.0125
H 1.9601 -5.1581 -0.7833
H -2.6163 -2.4307 -1.6669
H -2.9200 5.3360 -0.8402
H 3.8187 -3.5729 -1.6214
H 4.5205 1.4592 1.8387
H -3.1836 -1.2307 -3.5435
H 2.3282 -1.2386 3.0244
H -2.9121 -1.7002 -0.0899
H 0.2000 2.1315 -2.4388
H 2.0992 -3.4289 1.7411
H 2.6354 -2.5007 -2.4040
H 2.7515 0.0795 -4.1944
H 3.7320 -1.8529 -1.1867
H 1.5208 3.2942 -2.6521
H 1.8691 2.4793 3.0822
H 4.4504 -0.1994 2.4398
H 1.6574 0.1124 3.9524
H 0.7912 -0.5276 2.5416
H 4.2700 0.7769 -2.3153
H 0.8476 2.0235 1.7051
H 1.1207 0.7520 -4.2998
H 3.9343 2.5048 -2.4933
H 1.2176 2.5709 -1.0612
H -3.6597 0.9111 -4.6897
H 3.6236 1.6859 -0.9503
H -3.8582 3.3989 -4.5397
H 0.8348 -4.1537 -1.7070
H 3.5209 -4.0647 0.9023
```

Values from the calculation:
- LUMO (spin up / spin down): -5.7 / -4.8 eV
- DFT total energy: -84618.2306 eV
- HOMO-LUMO gap (spin up / spin down): 5.75 / 6.59 eV
- Charge: +1
- 2S+1: 2

---

# 4
Below is a structure of composition C52H44N2OP2PdS2, with properties calculated with the ωB97M-V functional and the def2-TZVPD basis.

XYZ file:
```
104
Properties=species:S:1:pos:R:3
Pd -0.3662 -0.2948 -0.0655
S -2.8683 -1.3103 -2.2513
S -1.1765 -1.6756 1.6281
P 1.3084 -1.8034 -0.4516
P -1.1737 1.6274 0.7083
O -1.2633 -3.1679 1.7422
N -2.7518 -3.5490 -0.7912
N -4.4158 -3.4317 -2.3594
C -2.9044 3.2556 -2.6001
C 1.0968 2.1063 2.1952
C 0.8737 -0.5086 4.9738
C 2.3856 -1.6628 3.5240
C 0.2426 -3.4451 -2.3846
C -0.1718 2.5986 1.8988
C 3.4904 -2.3870 -2.2074
C 2.0932 -1.0756 4.7760
C -0.1827 -5.8028 -2.1966
C -6.2780 -0.0438 4.4992
C -4.4132 0.4208 3.0708
C -3.1979 -1.9895 3.3082
C -4.3952 -1.7821 4.0190
C 3.2886 -1.2050 5.6899
C -3.5984 2.5480 1.6177
C 3.1457 -0.0944 -1.5764
C 4.2487 0.2811 -2.3301
C -2.7674 1.4438 1.6338
C -3.2084 -4.8312 -0.2795
C -3.9321 -5.5902 -1.3753
C -4.8250 2.6439 2.2993
C -2.1868 4.4282 -2.8086
C 1.9118 2.7544 3.1153
C 0.3352 -5.7908 -0.9096
C 0.1657 -1.2580 2.7526
C 4.9690 -0.6769 -3.0294
C -5.0102 -4.6965 -1.9644
C 0.8176 -4.6084 -0.3601
C -0.2308 -4.6256 -2.9337
C -6.4694 1.3562 3.8640
C -1.1842 4.7855 -1.9209
C -0.9021 3.9807 -0.8237
C -5.0022 -0.5697 3.8881
C 0.2083 4.4165 3.4413
C 4.3713 -1.9104 4.8299
C -1.6256 2.8119 -0.6048
C 2.7682 -1.4328 -1.4933
C 4.1807 -2.7018 2.3431
C -2.6246 2.4505 -1.5096
C -0.6066 3.7633 2.5303
C -5.2245 1.5727 3.0395
C -0.0947 -0.6504 3.9533
C -3.3560 -2.8483 -1.7445
C 1.4970 -1.7074 2.4329
C 2.0655 -2.1613 1.1934
C -2.6019 -1.0291 2.5302
C 3.7055 -2.1527 3.4967
C 3.3522 -2.6612 1.2042
C 1.4676 3.9087 3.7399
C -3.1899 0.2787 2.3717
C 4.5837 -2.0096 -2.9733
C 0.7845 -3.4296 -1.0972
H 5.1839 -3.1023 2.2658
H -5.8066 -4.5399 -1.2274
H 5.1346 -2.7570 -3.5303
H -3.2999 3.4004 1.0207
H 1.4362 1.2080 1.6890
H -4.8797 -2.8436 -3.0291
H 5.8214 -0.3850 -3.6296
H -6.5938 2.1375 4.6145
H -1.5859 4.1693 2.3113
H -0.6546 -4.6223 -3.9301
H 0.1632 -2.5197 -2.9436
H -7.1197 -0.7070 4.2981
H -4.8108 -2.5747 4.6282
H 3.0324 -1.7955 6.5710
H 2.5458 0.6469 -1.0581
H -2.7149 -2.9584 3.3468
H 2.8928 2.3545 3.3400
H -6.1777 0.0208 5.5843
H -0.1384 5.3228 3.9214
H 2.0994 4.4187 4.4562
H -4.3778 -6.5001 -0.9734
H 1.1988 -4.6028 0.6526
H 0.6095 -0.0072 5.8962
H 3.1896 -3.4280 -2.1768
H 0.3622 -6.7028 -0.3261
H 3.7805 -2.9940 0.2670
H -2.4049 5.0553 -3.6634
H -0.1119 4.2638 -0.1402
H -3.2207 -5.8696 -2.1554
H -3.1716 1.5243 -1.3692
H 5.2581 -1.2864 4.7079
H 4.5328 1.3241 -2.3859
H -0.6160 5.6931 -2.0809
H -1.0968 -0.2993 4.1593
H -7.3544 1.3860 3.2259
H -1.9552 -3.1482 -0.3184
H 4.7032 -2.8457 5.2827
H -0.5537 -6.7264 -2.6241
H -3.8664 -4.6781 0.5830
H -3.6775 2.9586 -3.2971
H -2.3322 -5.3736 0.0711
H -5.4604 -5.1570 -2.8444
H 3.6223 -0.2305 6.0490
H -5.4166 3.5478 2.2242
```

Values from the calculation:
- LUMO: 0.3 eV
- DFT total energy: -103396.3436 eV
- Relative energy (zero: lowest compared OMol25 entry of this formula, charge and spin): 0.0 kJ/mol
- HOMO-LUMO gap: 6.41 eV